C35H28CrO8S | ωB97M-V/def2-TZVPD

Structure (XYZ):
```
73
Properties=species:S:1:pos:R:3
C -6.6355 -3.5290 3.6948
H -2.7599 4.3758 4.4883
C -6.9953 -4.4942 4.6391
C -3.6157 0.4927 -0.7960
C -5.5838 -0.4850 2.2607
H 2.8784 -3.1484 5.1282
O -3.4749 -0.9923 5.1521
H -5.5657 1.1929 3.8677
C 4.2136 -1.0158 2.8204
H -2.8577 2.3496 0.7110
H -2.2306 -0.6038 2.6465
C -4.6150 0.0140 0.0859
S 1.1828 -2.5672 0.5874
H -3.6017 -3.3195 -0.6206
O -2.6952 -2.3673 1.4651
C -1.2164 -0.2923 2.9027
C -4.3370 -4.2536 5.5316
H -4.6121 2.9045 5.3265
O -0.2838 -1.3656 2.5282
H -1.4369 -4.8436 -2.1838
O -1.5400 -3.0149 -0.3881
H -6.7789 -5.5423 4.4388
C -2.6992 3.4016 2.5526
C 2.1790 -2.9118 3.1184
Cr -5.7473 -2.9853 5.5676
H -2.6783 -4.7098 0.0344
O -3.3924 -4.9351 5.5603
H -7.8133 -4.8664 6.6114
H 4.9966 -0.2678 2.6982
C -7.4555 -1.7880 5.1573
C -0.3607 -1.8656 1.3068
H -2.5442 -3.6007 -2.8297
C -3.4953 -0.0054 -2.0934
H -1.0999 -0.1645 3.9789
C -3.2410 2.4197 1.7203
C -5.3076 -2.6444 7.3821
H 3.5301 -0.8529 0.7594
C -7.8234 -2.7558 6.0960
H -1.8930 4.0309 2.1664
C -5.5011 -0.9608 -0.4473
H -6.0669 -2.2422 -2.0794
C -4.7977 0.3812 1.4825
C -2.6681 -3.8889 -0.6954
C -4.2112 2.7778 4.3204
C -4.3667 -0.9865 -2.5755
C -2.4355 -4.4022 -2.0900
C -6.2318 -1.1624 3.0549
C 2.3520 -2.2395 1.9129
C 3.3897 -1.3226 1.7332
C -5.3735 -1.4720 -1.7338
C -4.2528 1.5413 2.1820
C -3.1785 3.5949 3.8521
O -4.8839 -2.3839 8.4365
C 3.0249 -2.6189 4.1874
H -4.2737 -1.3602 -3.5972
H 4.6847 -1.4281 4.8949
O 1.6010 -1.8331 -0.5827
H -7.5952 -0.7239 5.3697
C -4.7476 1.8029 3.4901
C -1.6422 -2.4015 0.8177
H -6.2993 -1.3354 0.1929
H -6.1378 -3.8123 2.7626
C -4.3733 -1.7310 5.2596
C -6.8635 -2.1550 3.9240
H -0.9272 0.6102 2.3555
C -7.5750 -4.1151 5.8548
H -2.7071 0.3908 -2.7410
O 1.0081 -4.0051 0.5754
H -8.2687 -2.4467 7.0409
H -2.9040 1.2449 -0.4802
H -3.1754 -5.1737 -2.3207
C 4.0349 -1.6616 4.0481
H 1.4031 -3.6722 3.2125
```

Calculated values
E_LUMO (spin up / spin down) in Ha: -0.12445 / -0.21969
F_max in eV Å⁻¹: 4.70
E_HOMO (spin up / spin down) in eV: -9.717 / -11.327
2S+1: 4
Charge: +1
Orbital gap (spin up / spin down) in eV: 6.3 / 5.3
E in eV: -92374.2954

---

C3H11NO3 | ωB97M-V/def2-TZVPD

Structure (XYZ):
```
18
Properties=species:S:1:pos:R:3
O 1.8324 2.5251 -1.8065
H -2.7493 -1.4641 2.4285
H -1.3095 1.2105 0.3717
O 3.6853 0.2121 0.0070
H -1.7405 -2.3309 -1.7656
H -0.1505 -1.5950 -1.0660
O -0.6906 1.9070 0.1339
H -1.1361 -1.7318 3.1188
C -1.1972 -1.8488 -0.9684
H 0.1629 1.4777 0.0056
H 1.2094 3.0784 -1.3130
H 3.4019 1.0072 -0.4479
H -2.9477 -1.5481 0.2173
H 3.7981 -0.5334 -0.5817
C -1.8803 -1.3731 0.0560
N -1.2123 -0.8470 1.2001
H 2.5909 3.1175 -1.8837
C -1.6670 -1.2632 2.2940
```

Calculated values
E_LUMO in Ha: 0.01212
Structure (SMILES): C=CN=C.O.O.O
F_max in eV Å⁻¹: 2.34
E_HOMO in eV: -9.363
Orbital gap in eV: 9.7
ΔE to the lowest compared entry with this formula, charge and spin in kcal/mol: 81.7
E in eV: -10919.4626

---

C26H36F15N2O12P | ωB97M-V/def2-TZVPD

Structure (XYZ):
```
92
Properties=species:S:1:pos:R:3
C 7.4669 5.1366 -0.1765
C -1.6724 -6.7811 -7.9104
O -1.1633 -7.4524 -6.7464
C 6.4570 7.4938 2.5223
C 2.9189 3.4110 -0.0973
H -2.1808 0.3361 0.5927
H 5.3701 7.4373 2.3878
F -0.8676 -1.7144 -2.7610
H -3.7414 0.4352 7.4875
H -1.0365 0.4351 -2.9314
H -2.3539 -8.6106 -8.8353
H 1.0262 -6.8933 -1.3769
H 2.0055 -0.2256 -1.9695
H -1.3058 2.8976 -3.1105
C 6.6929 5.6519 1.0343
F 1.8884 -8.8414 -5.4736
C 0.1855 -7.6908 -6.7345
C -0.5665 1.2030 -2.1504
H 6.6337 5.8019 3.8740
H -2.7510 1.8437 3.2217
C -4.7489 2.7583 8.0854
O 1.0702 3.1505 2.8237
C 0.7223 -3.4082 -3.3941
H -1.0679 -5.8955 -8.1399
H 0.6259 4.3474 0.2412
F -5.2950 -2.0902 2.4881
F 7.1510 5.8173 -1.3150
O 7.1357 6.8933 1.4071
C -1.8565 0.8095 1.5249
C -4.8945 -1.5429 3.6714
C 1.6173 4.3528 -0.4232
H 1.6041 -5.2182 -1.3850
O 1.6884 5.1261 -1.5407
H -3.9730 0.6145 5.7495
H 3.8641 3.6740 -0.7730
C 0.1048 -2.0378 -3.6611
C 0.9115 1.6826 -2.6852
C 0.2164 -5.6974 -2.9867
H 0.9717 -5.9760 -3.7314
O -4.0399 0.3593 2.5073
F -5.6045 4.7778 7.0917
F 0.5390 -7.5347 -4.3665
H 0.9548 2.8528 -2.6802
F -5.2514 4.8135 9.2418
C 6.8983 6.8637 3.8315
F -3.5639 4.8325 7.8612
O -0.2491 -4.3575 -3.2163
F -0.4772 -1.9685 -4.8923
C -4.4214 0.8336 6.7250
H -2.6783 -6.4263 -7.6588
F 8.8175 5.2519 -0.0258
F -4.5648 -2.5897 4.4796
H 3.1356 1.1355 -2.6193
F -0.1758 -9.4493 -5.1299
O -4.8776 2.0543 9.0858
O 0.9463 -7.3670 -7.6452
H 3.2646 3.6407 1.0187
H -2.2050 -7.2346 -9.9569
H 7.9864 6.9215 3.9365
H -1.1355 1.5969 1.2936
N 1.0531 1.2731 0.8751
O -2.7276 -0.5139 4.1750
F 1.0157 -1.0250 -3.6136
C 0.7345 -5.8581 -1.5684
C -1.7566 -7.7302 -9.0929
H 6.4303 7.3662 4.6811
H -5.7266 -0.8896 6.6557
C 0.6079 -8.3762 -5.4373
H -0.7661 -8.0956 -9.3841
H -0.6417 -6.3624 -3.1361
P 2.5279 1.5061 -0.1639
H -0.5607 0.6482 -1.1202
O 1.9283 -3.6485 -3.3644
H -3.5252 2.1515 1.6684
F -6.0036 -0.9718 4.2220
C -3.0490 1.3741 2.2766
C -3.7564 -0.5397 3.5011
H -6.4582 0.6134 6.0395
H 6.7251 8.5563 2.5235
O 5.7752 5.0551 1.5953
H -0.0322 -5.5626 -0.8450
N -1.4967 2.4249 -2.1849
C 1.1891 2.0454 2.0359
H -6.2704 0.3760 7.7704
F 7.2271 3.8212 -0.4411
C 2.1705 0.9329 -1.9504
C -5.7951 0.1909 6.8013
H -1.3443 0.0374 2.1088
H 0.9604 1.3635 -3.8346
C -4.7946 4.2842 8.0718
H -1.2767 3.0494 -1.3782
O -4.5153 2.2636 6.8296
```

Calculated values
E_LUMO in Ha: -0.03082
Structure (SMILES): CCOC(=O)C(F)(F)F.CCOC(=O)C(F)(F)F.CCOC(=O)C(F)(F)F.CCOC(=O)C(F)(F)F.CCOC(=O)C(F)(F)F.NCCCP(CC=O)N=C=O
F_max in eV Å⁻¹: 10.63
E_HOMO in eV: -8.497
Orbital gap in eV: 7.7
E in eV: -105140.9159

---

C44H100O22S8 | ωB97M-V/def2-TZVPD

Structure (XYZ):
```
174
Properties=species:S:1:pos:R:3
O 0.9711 -4.0014 -3.5367
C -5.9111 -2.0494 0.0923
H 3.0667 -0.3212 4.9049
H -2.0424 1.8594 -4.9735
O -3.2658 -1.3136 -5.2412
H 1.2844 -1.5285 0.3990
C 3.6178 5.4789 -1.7306
C 0.4321 3.9105 -4.6588
H 3.0006 -5.3835 1.1025
H 3.7465 1.8494 -5.1835
H -1.7919 3.4948 5.4407
O -2.6660 -0.0101 -3.2495
H 2.9502 6.0344 -2.4912
C -2.5537 2.8371 5.8061
H -2.8570 -3.3492 5.2843
H -3.7913 -4.9836 3.6299
H -1.2354 -7.7313 -1.7148
C 0.6180 -0.9244 -0.1840
O 4.0516 -4.9981 -1.2597
S 1.7630 0.2548 -1.0181
H -1.3413 -5.2666 4.1045
H 5.9851 -4.3505 0.7988
H 6.0441 0.7678 -5.0169
H 0.2169 1.9832 -0.9772
H 1.8981 -4.7551 -5.1841
H 0.2707 5.4565 1.3433
H -7.2745 -1.2845 -1.3596
H 3.6708 1.8137 2.9067
C 0.9828 1.7216 -0.2774
H 3.3805 1.4660 -3.4631
C -0.8437 -5.7705 -0.8415
H 2.9697 -2.4639 -3.5341
C -2.1117 1.0148 -5.6739
H -6.7948 -2.1782 0.7511
H 3.9022 1.3896 6.6011
C 2.9265 -2.9915 -4.4746
H -0.8271 -0.6571 1.3294
H 1.3503 4.4658 2.3623
C -3.0891 -4.2135 3.2576
H -0.1819 2.3944 -3.3151
H 0.3920 3.8498 -2.5108
H -6.2013 0.5966 -1.2905
C -5.0062 2.7067 5.4840
O 3.0996 4.1613 -1.6155
H -5.1309 1.4047 3.6815
C 0.3486 1.1553 1.0148
O 3.0260 0.0132 -0.3042
H 1.0697 0.8461 1.7443
H 5.1172 2.9249 -3.0317
O -3.7196 -3.7325 -2.4562
H -0.7838 -2.2897 -4.5047
H 1.1902 6.1890 2.4858
H -3.9242 4.4338 5.4604
C -2.2691 4.8324 0.1994
C 3.7502 0.7814 3.2700
H -1.2059 0.1427 -0.2033
C -0.7509 -1.2259 -4.8725
O 0.6830 -3.4490 3.7143
H -0.0670 1.3214 -6.2816
S -3.1429 -4.6945 -1.5898
H -3.9812 3.8707 7.0450
H 0.2454 -5.8270 -0.7413
H 0.1951 -1.5027 -0.9966
S 3.5097 -3.8636 -0.5722
H 5.4808 -2.6482 -0.9613
H -2.3086 2.2205 6.6788
H 6.3027 1.3037 5.6083
H 2.6025 5.9706 0.1290
S 5.5542 0.4379 3.5381
H -3.0346 1.1266 -6.2753
H 6.2059 -2.8127 1.6129
H -5.3118 1.8873 6.1747
C 4.3123 -3.8848 2.0549
C -0.4006 -0.7777 -6.2937
H 1.0688 5.6823 -5.3019
C -0.2133 3.5064 -3.3744
H 1.3399 -3.8469 -2.6424
C 5.5155 0.6406 5.3259
O -3.0797 0.2742 5.2607
C 5.4561 -3.4249 1.0751
H -1.2129 -1.6465 4.4461
H 0.3872 5.2382 5.1136
H -1.2014 4.6042 0.3265
O 0.2752 5.3099 -4.8812
H 4.2631 5.8888 0.3263
H -3.2659 -3.8972 2.2461
C -1.3255 -6.6742 -2.0035
H 2.2132 -3.8059 1.4668
C 4.7794 -2.7420 -0.1321
H 3.9664 -3.0557 2.7435
O 2.3388 -3.3047 -1.2383
S -4.9063 -0.7213 0.8136
C 2.1438 -4.2942 -4.2258
H 3.1811 3.7688 -2.5328
C -2.9731 -3.0306 4.2509
H 2.1269 1.2495 4.7026
H -4.4658 2.9400 3.4749
H -3.4897 -7.0711 -1.9796
C 0.6430 5.2795 2.3047
C 4.1840 1.6941 -4.2219
C -3.8984 3.5644 6.0221
C -6.2265 -1.5377 -1.3307
H 4.6880 -0.4060 -4.3399
H 5.4841 -0.3595 5.7633
H -1.0895 4.3630 3.0480
H -1.4262 -3.6412 -0.3766
H 2.3028 -2.3147 -5.0965
O -2.5537 5.5742 1.3523
H -2.9475 -6.1386 -3.4224
C -0.9003 0.6738 -6.5215
O -5.8008 0.3154 1.3466
O -0.3945 -3.2502 1.5559
H 3.4634 0.0214 2.4914
H 1.5258 3.6997 -4.5878
H -0.9432 5.9474 3.6285
C -4.3433 -0.1505 -0.7565
H -2.1250 -1.4771 2.9481
C -1.7219 -2.2141 3.6644
O -3.8115 -1.2553 1.6128
O 1.7120 0.2640 -2.4832
O -1.9335 1.6554 3.5428
S -2.9156 1.5399 4.5747
H -0.6377 -6.5626 -2.8764
H 3.5766 7.3097 -0.5212
O 5.8333 -0.9448 3.1851
H 4.3114 2.3998 5.3038
H 2.7942 -5.0589 -3.7304
O -3.8314 -5.0271 -0.3406
H -2.3543 5.3985 -0.7124
O 4.6315 3.0086 -3.8649
C -3.0508 3.5459 0.0315
H -2.8791 2.7827 0.8650
H -1.2160 -6.1284 0.1146
H -0.0520 3.3967 -5.4717
C -0.3952 5.0560 3.3712
C -0.4014 -0.0809 0.5143
H -5.9593 -2.1981 -2.1450
H -4.0941 3.6061 -0.1486
O 6.3212 1.5245 2.9950
H 5.8535 0.6617 -3.3399
H -0.8222 -3.9523 -2.0199
H 3.9106 -3.2352 -4.9650
H -3.8627 -2.3585 4.2286
C 3.1278 -4.3204 1.1340
C 4.1894 1.3731 5.5587
C 5.2643 0.5747 -4.2735
H -0.7435 -1.5134 -7.0205
H -1.0611 0.8564 -7.5585
H 1.8334 2.4591 -0.0808
C -5.5264 -0.1818 -1.6713
H 4.4666 -1.7122 0.1175
H -3.8249 0.8253 -0.6007
H -5.2452 -0.1428 -2.6837
H 4.6055 5.4352 -2.1574
H -0.3185 1.8983 1.5069
C 3.1307 0.7125 4.6268
C -1.6594 -4.7569 3.2141
H -5.2804 -2.9030 -0.0108
H -5.8600 3.3240 5.3359
H -3.4956 5.8306 1.3418
H -1.2993 3.6801 -3.2772
H -3.5321 -0.8332 -1.0255
H -2.6344 3.0223 -0.8085
S -0.5692 -3.3887 2.9726
C -4.5527 2.1467 4.2063
O 0.2430 4.5295 4.5140
H -0.0764 -0.6745 -4.1882
H 4.6432 -4.6525 2.7607
S -2.3530 -0.4650 -4.5992
C -2.8024 -6.3669 -2.3964
C -1.3546 -4.3507 -1.1880
H 0.6684 -0.9162 -6.3517
C 3.5032 6.2306 -0.3756
H -1.4233 -5.4339 2.3755
```

Calculated values
E_LUMO in Ha: 0.01180
F_max in eV Å⁻¹: 3.67
E_HOMO in eV: -9.718
Orbital gap in eV: 10.0
E in eV: -178971.5150

---

C5H16O3 | ωB97M-V/def2-TZVPD

Structure (XYZ):
```
24
Properties=species:S:1:pos:R:3
C -0.2920 0.9124 -1.9033
O 2.0048 -0.6279 2.1699
C -1.5549 -1.6370 -0.1978
H -2.7674 2.3070 1.3844
H -2.0039 -1.6449 -1.2510
O 2.4316 -2.0672 -0.1277
C -0.0994 0.5216 -0.4442
C -0.6998 -0.4955 0.1783
H 1.3715 -0.0474 1.8827
H 0.2539 2.4338 0.3364
O -2.2132 1.7558 0.7948
H 2.0026 -1.3623 1.4138
H 0.7736 1.2414 1.5249
H -0.3618 2.0642 -2.1451
H 0.5187 0.7126 -2.5596
H -0.9244 -2.4775 -0.0950
H -2.4150 -1.6488 0.4043
H 1.9048 1.4412 0.1959
H -1.2345 0.4129 -2.2601
C 0.7269 1.4675 0.4101
H 2.5278 -1.3358 -0.7899
H 3.2159 -2.6689 -0.2448
H -0.3925 -0.6207 1.2016
H -2.7734 1.3635 0.1215
```

Calculated values
E_LUMO in Ha: 0.01724
Structure (SMILES): CC=C(C)C.O.O.O
F_max in eV Å⁻¹: 5.25
E_HOMO in eV: -8.648
Orbital gap in eV: 9.1
ΔE to the lowest compared entry with this formula, charge and spin in kcal/mol: 42.9
E in eV: -11585.0400

---

C5H29N2O8S | ωB97M-V/def2-TZVPD

Structure (XYZ):
```
45
Properties=species:S:1:pos:R:3
H 0.3588 1.7646 -0.7509
H 2.7759 3.0376 -0.7486
C 0.8133 -0.6989 0.0422
H 0.0668 -1.3112 -0.4750
H 3.1535 -1.3559 2.4120
H -3.0979 2.8132 -1.5212
H -2.0273 -2.2715 2.9217
H -3.2423 2.8695 0.9316
H -2.7897 -0.9212 0.1197
O -2.3319 2.7682 1.1429
C 2.5134 -0.5823 1.8696
O -2.7861 -2.1232 2.4259
H 0.3482 -2.9433 -2.4271
O 0.4229 -3.3241 -1.4310
O -3.6105 2.1732 -1.0333
H -2.2479 -1.9046 -1.4312
O -2.1883 -2.6363 -0.8563
H -1.8433 -2.3935 -0.0002
H 1.5126 3.3212 -2.0073
C 2.1675 2.5641 -1.4786
H 0.1180 -0.2833 0.7345
N 1.3615 1.5132 -0.6843
H 0.5577 -2.3178 1.8503
H 3.1850 0.1613 1.2968
O 1.2110 3.1690 1.9479
H -2.8802 1.8389 -0.6105
H 0.0619 -1.1330 2.5665
C 1.5334 0.0694 -1.0351
H 0.9279 -1.3447 -2.5186
H 2.4475 -2.1202 0.4116
N 1.7122 -1.5716 0.9453
H 1.9276 0.0469 2.5901
H 2.8117 2.0318 -2.2650
C 1.0682 -0.2157 -2.4994
H -2.4418 -1.3276 1.8973
H -1.7378 0.2489 -0.4372
O -2.4831 -0.0788 0.1657
H 0.7607 3.5306 1.1576
O -0.2501 -1.9400 2.2339
H 1.7378 0.2357 -3.2768
H 2.5074 -0.2554 -1.0644
H -0.4368 -3.2102 -1.0057
H 1.4496 2.2454 1.5461
H -2.3933 1.7510 1.2479
S -0.7238 0.1105 -2.8994
```

Calculated values
E_LUMO in Ha: 0.10623
F_max in eV Å⁻¹: 6.17
E_HOMO in eV: -3.914
Charge: -1
Orbital gap in eV: 6.8
ΔE to the lowest compared entry with this formula, charge and spin in kcal/mol: 116.8
E in eV: -35849.2929

---

C8H19ClNPS | ωB97M-V/def2-TZVPD

Structure (XYZ):
```
31
Properties=species:S:1:pos:R:3
H 3.3051 1.9108 -0.4100
H 3.8428 -0.9893 0.9139
H 0.9089 -1.9297 -0.5251
H 2.2382 -1.3121 0.9025
H 1.7032 1.7714 -0.5362
C 2.4241 1.9054 0.1865
H -3.0351 -1.5795 -0.8118
Cl -1.3883 -2.4199 1.9536
C -3.3731 0.5529 -1.0588
C 2.0777 0.8976 2.4619
H -3.2543 -0.5223 0.6392
H 0.3875 0.3876 -1.2864
H 2.9641 -0.3945 -0.5993
N -1.2383 -0.4354 -0.1120
H -4.3629 0.6242 -0.7598
H -1.0990 -0.2990 -2.1075
H -3.2943 0.4972 -2.1929
H -2.9684 1.4864 -0.5922
H -0.6292 -2.4700 -1.4791
P -0.5335 -0.6099 1.3585
C 0.2720 -1.7268 -1.4571
H 1.4679 1.7037 2.7736
C -2.7548 -0.5940 -0.3418
H -0.7539 1.5046 2.8216
C 2.9256 -0.5344 0.5896
C -0.3507 -0.4178 -1.2837
H 0.8953 -1.7210 -2.3785
H 2.3854 2.9077 0.7652
C 2.4048 0.7666 1.1683
S -1.8591 0.9658 2.2824
H 2.1180 0.0131 3.0589
```

Calculated values
E_LUMO in Ha: 0.02204
Structure (SMILES): CCN(CC)P(S)Cl.C=C(C)C
F_max in eV Å⁻¹: 3.60
E_HOMO in eV: -8.646
Orbital gap in eV: 9.2
ΔE to the lowest compared entry with this formula, charge and spin in kcal/mol: 47.8
E in eV: -42739.5759